[1]
17
Properties=species:S:1:pos:R:3:forces:R:3:lowdin_charge:R:1 method="wB97M-V/def2-TZVPD" max_force_ha_per_bohr=0.0793 homo_lumo_gap_ev=9.6 multiplicity=1 homo_ev=-8.678 e_lumo_ev=0.92 smiles="CC1=COC[C@@H](F)C1" e_tot_ha=-409.056520
C -1.082590 2.294296 0.713977 -1.56 3.26 -1.88 -0.090
C -0.618086 0.983662 0.291796 0.76 -2.77 0.51 -0.324
C -1.060997 0.257901 -0.746324 -2.69 0.65 -2.14 -0.076
C -0.159536 -1.672616 -0.114732 1.37 -2.83 0.14 -0.182
C 1.028585 -0.861083 0.410326 -0.85 0.14 1.06 -0.336
C 0.594098 0.448849 1.045419 0.11 0.99 0.10 -0.109
H -1.595595 2.801175 -0.254764 0.93 -0.82 2.43 0.128
H -0.124307 2.794350 0.854886 -0.22 0.85 0.14 0.064
H -1.719756 2.561629 1.648687 0.93 -1.31 -1.55 0.110
H -1.866333 0.612779 -1.467988 1.07 0.04 1.26 0.149
H -0.807447 -1.808718 0.751514 -0.42 -0.02 0.09 0.132
H 0.044052 -2.709967 -0.560415 0.45 1.34 1.11 0.159
H 1.558043 -1.333688 1.216502 0.60 -1.11 -0.10 0.137
H 0.494376 0.471784 2.162681 -0.38 -0.59 -0.87 0.134
H 1.495253 1.120843 0.924251 -0.97 -0.36 -0.23 0.142
O -0.795097 -1.053829 -1.164091 -0.06 2.73 0.85 -0.063
F 1.852627 -0.531733 -0.618377 0.93 -0.20 -0.91 0.024

=====

[2]
17
Properties=species:S:1:pos:R:3:forces:R:3:lowdin_charge:R:1 method="wB97M-V/def2-TZVPD" max_force_ha_per_bohr=0.0803 homo_lumo_gap_ev=10.1 multiplicity=1 homo_ev=-9.786 e_lumo_ev=0.29 smiles="C[C@@H]1[C@H](C)C(=O)[C@@H]1F" e_tot_ha=-409.072358
C 1.751128 -0.469105 -0.019829 -0.05 1.09 -1.04 -0.068
C 0.360446 -0.389352 -0.702500 1.25 -0.45 -1.37 -0.242
C -0.692573 0.774956 -0.399599 1.49 0.27 -0.38 -0.227
C -0.301290 1.630041 0.822388 -0.61 1.91 0.07 -0.058
C -1.658782 -0.331645 -0.200994 -3.21 -1.82 1.86 -0.323
C -0.654036 -1.481672 -0.232119 1.15 0.86 -0.37 -0.202
H 2.370062 0.480159 -0.249354 -0.93 -1.58 0.65 0.106
H 1.626286 -0.688289 1.035573 0.25 0.43 0.19 0.064
H 2.260267 -1.342881 -0.452353 0.03 0.36 0.09 0.078
H 0.552357 -0.533310 -1.822823 -0.55 0.38 1.40 0.156
H -0.970173 1.445275 -1.238279 0.32 -0.44 0.33 0.153
H -0.173716 1.067010 1.769784 -0.03 0.25 -0.70 0.089
H 0.646401 2.206841 0.574696 -1.01 -0.90 0.38 0.092
H -1.091768 2.460501 0.994543 1.13 -1.50 -0.16 0.105
H -0.818264 -2.318997 -0.876289 -0.36 -0.24 -0.74 0.145
O -2.851584 -0.448496 0.006790 1.28 0.91 -0.54 0.128
F -0.354767 -2.061029 0.990373 -0.16 0.48 0.32 0.005

=====

[3]
17
Properties=species:S:1:pos:R:3:forces:R:3:lowdin_charge:R:1 method="wB97M-V/def2-TZVPD" max_force_ha_per_bohr=0.0443 homo_lumo_gap_ev=8.4 multiplicity=1 homo_ev=-8.766 e_lumo_ev=-0.32 smiles="FCC(=S)C1CCC1" e_tot_ha=-731.996147
C 1.824315 1.323718 0.155033 0.05 -0.58 2.12 -0.264
C 1.523972 -0.198804 0.041818 2.09 0.90 0.10 -0.695
C 0.193752 -0.796761 0.053884 -0.89 -1.43 -0.92 -0.326
C -0.944604 -0.261207 0.990177 1.18 1.00 0.49 -0.146
C -1.952809 -0.513783 -0.090498 0.59 1.66 -0.72 -0.185
C -0.794243 -0.415033 -1.105809 -0.92 1.46 -0.91 -0.132
H 2.039923 1.676194 1.241380 -0.34 -1.02 -1.53 0.153
H 2.680703 1.557069 -0.432300 0.86 -0.12 -0.34 0.079
H 0.318367 -1.957394 0.007537 -0.36 2.07 0.60 0.157
H -0.837886 0.830799 1.250757 0.10 -1.13 -0.41 0.133
H -1.084788 -0.820090 1.875445 -0.04 -0.48 1.17 0.089
H -2.705469 0.255216 -0.192319 -0.48 -0.16 -0.08 0.106
H -2.341112 -1.473150 0.027383 -0.91 -1.61 -0.11 0.088
H -0.907112 -0.933644 -2.082893 0.61 -0.06 0.80 0.115
H -0.735072 0.690428 -1.326999 0.34 -1.19 0.09 0.117
F 0.832374 2.114180 -0.307634 -1.48 0.82 -0.44 -0.045
S 2.889695 -1.077736 -0.104954 -0.39 -0.11 0.08 0.755

=====

[4]
17
Properties=species:S:1:pos:R:3:forces:R:3:lowdin_charge:R:1 method="wB97M-V/def2-TZVPD" max_force_ha_per_bohr=0.0911 homo_lumo_gap_ev=9.0 multiplicity=1 homo_ev=-9.085 e_lumo_ev=-0.04 smiles=CCCCC#CSF e_tot_ha=-731.932408
C 1.488088 1.146881 -0.179035 -1.72 1.39 -0.89 -0.123
C 2.443226 0.453682 0.000526 4.15 -1.85 1.13 -0.323
C -1.766934 -1.550322 0.592691 -3.35 -0.35 0.19 -0.146
C 0.102209 1.714616 -0.394958 1.87 -0.03 0.70 -0.198
C -0.733998 -0.416926 0.550168 -0.29 -2.31 -1.61 -0.251
C -0.766995 0.516755 -0.730673 1.47 -0.93 2.72 -0.184
F 4.531255 -0.586068 -1.172117 0.00 -0.05 0.71 -0.502
S 4.047345 -0.405346 0.387770 -3.02 1.59 -1.67 0.872
H -2.854321 -1.289151 0.327249 1.31 0.79 0.39 0.076
H -1.988547 -1.970712 1.647550 1.12 0.24 -1.72 0.093
H -1.711246 -2.309749 -0.206882 1.00 -0.18 0.75 0.063
H 0.015400 2.537662 -1.139347 0.49 -0.59 0.51 0.121
H -0.108154 2.117695 0.624469 -0.46 -0.04 -0.83 0.123
H 0.222732 -0.960185 0.789672 -0.46 0.93 -1.04 0.114
H -0.870871 0.136733 1.408161 -0.53 1.68 1.83 0.067
H -0.342221 -0.040923 -1.529868 0.19 -0.25 -0.98 0.106
H -1.706972 0.905363 -0.975373 -1.80 -0.03 -0.22 0.091

=====

[5]
22
Properties=species:S:1:pos:R:3:forces:R:3:lowdin_charge:R:1 method="wB97M-V/def2-TZVPD" max_force_ha_per_bohr=0.0064 homo_lumo_gap_ev="6.2 / 8.1" charge=-1 multiplicity=2 homo_ev="-3.114 / -5.071" e_lumo_ev="3.12 / 3.07" s_squared=0.753 e_tot_ha=-818.475030
Hg 0.123137 -3.980016 0.000494 -0.04 -0.01 -0.01 0.331
O -0.893200 -1.176760 2.027565 0.05 0.02 0.08 -0.146
C 0.126579 -0.218386 2.022241 0.00 0.00 0.02 -0.280
C -0.231469 1.049309 1.249195 -0.01 0.01 -0.06 -0.162
N -0.129493 0.945824 -0.192714 -0.07 0.05 0.00 -0.193
C -1.323565 0.819846 -1.005033 0.03 -0.01 0.03 -0.094
C -2.005180 -0.569836 -1.144281 -0.10 -0.08 0.02 -0.679
O -2.966180 -0.565173 -1.921151 0.04 0.00 -0.04 -0.038
O -1.544249 -1.536279 -0.476241 0.09 0.06 -0.06 -0.229
C 1.078627 1.147595 -0.786647 -0.03 0.03 0.03 -0.045
C 2.797616 -0.871356 -1.303352 0.27 -0.19 -0.03 -0.473
O 3.246988 -0.318334 -2.229285 -0.20 -0.05 0.18 0.151
O 2.511710 -1.557548 -0.408942 -0.01 0.20 -0.15 0.081
H -1.134187 -1.357951 1.078789 -0.03 0.01 -0.03 -0.007
H 1.064751 -0.618787 1.614226 0.01 0.00 -0.01 0.098
H 0.312563 0.066109 3.064023 0.00 0.00 0.00 0.107
H 0.434392 1.860551 1.572515 0.00 0.00 0.03 0.110
H -1.257238 1.329825 1.502437 0.00 -0.01 0.01 0.125
H -1.076429 1.138579 -2.017565 -0.02 0.03 0.00 0.111
H -2.086709 1.509448 -0.630509 -0.01 -0.01 0.01 0.119
H 1.871082 1.552583 -0.168078 0.01 -0.01 -0.01 0.059
H 1.080457 1.350766 -1.847684 0.03 -0.03 -0.02 0.054

=====

[6]
20
Properties=species:S:1:pos:R:3:forces:R:3:lowdin_charge:R:1 method="wB97M-V/def2-TZVPD" max_force_ha_per_bohr=0.1747 homo_lumo_gap_ev="8.5 / 7.2" multiplicity=2 homo_ev="-8.015 / -8.554" e_lumo_ev="0.45 / -1.37" s_squared=0.753 e_tot_ha=-688.138623
O 3.610383 -0.569156 -0.642397 -1.06 2.13 -2.47 -0.171
C 2.575222 -0.237060 0.000051 -0.91 1.84 -1.29 -0.838
O 2.341705 -0.715398 1.143361 -4.07 2.16 0.61 -0.216
O 1.800899 0.687287 -0.540901 0.67 -0.68 -1.05 0.014
C 0.472315 0.967490 -0.066596 0.02 -3.14 -1.51 -0.039
Hg 4.008773 -1.778947 0.936007 5.84 -6.02 3.22 0.985
H 0.490017 0.419934 0.889705 -0.63 1.90 0.24 0.125
H 0.338298 1.804792 -0.773438 -0.85 0.13 1.91 0.141
C -1.332183 2.091279 0.816167 -2.64 -0.41 -0.27 -0.027
C -1.914368 0.893058 0.375348 1.49 0.90 2.38 -0.174
H -1.375338 2.945943 0.131731 1.31 -0.23 0.39 0.074
H -1.113935 2.177958 1.885143 -1.07 0.82 -0.22 0.073
H -2.403621 0.316923 1.170902 0.67 -0.26 0.05 0.100
C -1.148736 0.126462 -0.580093 1.24 0.97 -2.04 -0.213
C -1.264287 -1.379462 -0.491612 -0.10 0.10 0.27 -0.254
O -0.267598 -1.983317 -1.297202 0.10 0.22 -0.10 -0.055
H -1.182409 0.518611 -1.604194 -0.03 -0.56 0.01 0.133
H -2.274288 -1.675995 -0.822000 0.17 0.02 0.08 0.126
H -1.140585 -1.690531 0.560268 -0.10 0.12 -0.20 0.126
H -0.220256 -2.919875 -1.090256 -0.05 -0.02 0.01 0.088

=====

Results for relative energy (zero: lowest compared OMol25 entry of this formula, charge and spin): 107.7, 66.1, 185.5, 352.8, 4.3, 530.1 (in kJ/mol, following the order of the records).